Record 1
One molecule with the formula C6H12N2, computed with the ωB97M-V functional and the def2-TZVPD basis.

Cartesian coordinates (Å):
C -3.011 -0.380 -0.403
N -2.261 -0.070 0.775
C -1.081 0.356 0.774
C -0.142 0.640 -0.372
C 1.289 0.345 0.002
C 2.200 1.527 0.139
C 1.715 -0.899 0.228
N 0.928 -2.042 0.250
H -3.407 -1.391 -0.286
H -3.862 0.302 -0.440
H -2.466 -0.310 -1.352
H -0.661 0.552 1.756
H -0.238 1.699 -0.628
H -0.433 0.063 -1.257
H 1.827 2.210 0.903
H 3.204 1.215 0.417
H 2.257 2.080 -0.800
H 2.749 -1.080 0.490
H 0.006 -1.932 -0.146
H 1.389 -2.887 -0.049

Computed properties:
**LUMO energy**: 0.96 eV
**F_max**: 0.69 eV/Å



Record 2
C7H21FLuOP2 as an isolated structure, computed with the ωB97M-V functional and the def2-TZVPD basis.

Cartesian coordinates (Å):
Lu -0.109 0.017 0.043
H 1.341 -1.431 -2.752
H 1.330 -0.733 -3.005
P 0.061 -2.301 0.994
P -0.039 2.409 -0.707
C -1.592 3.033 -1.296
H -1.474 4.112 -1.428
H -1.860 2.567 -2.251
H -2.406 2.835 -0.586
C 0.426 3.384 0.722
H 1.411 3.079 1.096
H 0.450 4.422 0.390
H -0.298 3.264 1.537
C 1.181 2.693 -1.965
H 0.892 2.208 -2.906
H 1.237 3.771 -2.108
H 2.166 2.306 -1.668
C 0.369 -2.104 2.748
H 0.472 -3.111 3.154
H 1.285 -1.527 2.921
H -0.459 -1.581 3.240
C -1.391 -3.298 0.813
H -1.562 -3.549 -0.241
H -1.226 -4.211 1.391
H -2.286 -2.782 1.184
C 1.438 -3.194 0.313
H 2.367 -2.609 0.372
H 1.538 -4.107 0.897
H 1.259 -3.444 -0.740
C -1.923 -0.385 -0.991
O -2.921 -0.601 -1.538
H 1.464 0.257 0.696
F -1.143 0.608 1.669

Computed properties:
**LUMO energy**: -4.91 eV
**F_max**: 10.19 eV/Å
**Net charge**: +1



Record 3
A 2-piece molecular cluster, C3H7N3O2 overall, computed with the ωB97M-V functional and the def2-TZVPD basis.

Cartesian coordinates (Å):
C -0.217 -0.296 0.502
C -0.706 1.233 0.608
C 1.244 -0.549 0.333
H -2.949 -1.958 -0.575
H -2.997 -0.309 -0.682
H 0.362 1.766 0.492
H -1.259 1.429 1.460
H -0.919 1.395 -1.173
H 1.317 -1.600 0.432
H 3.923 0.317 -1.202
N -2.544 -1.136 -0.206
N -1.191 -1.230 0.039
N 2.072 0.368 0.043
O -1.629 1.667 -0.481
O 3.159 -0.339 -0.336

Computed properties:
**LUMO energy**: -0.11 eV
**F_max**: 7.59 eV/Å



Record 4
C51H48AsF6NNiO3P2S3 as an isolated structure, computed with the ωB97M-V functional and the def2-TZVPD basis.

Cartesian coordinates (Å):
Ni -1.056 0.196 -0.342
O -2.975 -2.293 2.357
C -2.804 -1.511 1.490
O -1.573 -1.060 1.115
C -3.939 -0.866 0.617
P -3.297 -0.321 -1.010
C -3.138 -1.897 -1.854
C -3.582 -3.142 -1.249
C -3.465 -4.314 -2.047
C -3.119 -4.253 -3.381
C -2.784 -3.045 -3.936
C -2.646 -1.864 -3.176
C -4.656 0.601 -1.749
C -5.034 0.239 -3.046
C -5.795 1.117 -3.841
C -6.248 2.317 -3.257
C -5.990 2.554 -1.929
C -5.099 1.788 -1.157
H -4.222 0.098 1.102
H -4.823 -1.472 0.516
H -4.022 -3.200 -0.228
H -3.637 -5.270 -1.545
H -3.143 -5.160 -4.044
H -2.654 -2.957 -5.013
H -2.302 -0.934 -3.602
H -4.921 -0.808 -3.322
H -5.928 0.811 -4.911
H -6.901 3.062 -3.749
H -6.369 3.421 -1.429
H -4.744 2.182 -0.205
F -1.155 1.042 -2.328
P -1.033 1.989 -3.769
F 0.632 1.861 -3.577
F -2.616 2.122 -3.756
F -0.927 0.600 -4.617
F -1.001 3.343 -2.887
F -0.861 2.853 -5.094
O -0.773 1.856 0.554
C -1.181 2.885 1.386
C -1.331 2.269 2.726
C -0.389 1.839 3.622
C -0.928 1.386 4.885
C -2.255 1.374 4.886
S -2.999 2.020 3.432
C -0.072 4.021 1.414
C 0.505 4.675 2.463
C 1.347 5.727 1.999
C 1.461 5.789 0.637
S 0.436 4.646 -0.187
C -2.445 3.587 0.819
C -2.643 3.930 -0.503
C -3.756 4.773 -0.715
C -4.414 5.071 0.457
S -3.639 4.342 1.826
H 0.702 1.995 3.505
H -0.263 1.036 5.716
H -2.780 1.054 5.787
H 0.369 4.368 3.460
H 1.968 6.232 2.754
H 2.080 6.459 0.028
H -2.038 3.428 -1.259
H -4.031 5.083 -1.675
H -5.313 5.651 0.450
C 7.431 1.514 1.351
C 6.052 0.978 1.096
C 5.374 0.546 2.225
C 3.984 0.430 2.275
C 3.311 0.161 3.610
C 3.278 0.510 1.060
As 1.396 -0.302 1.135
N 0.676 -0.413 -0.665
C 0.976 -1.405 -1.574
C 1.484 -1.090 -2.849
C 1.615 -2.106 -3.808
C 1.594 -3.429 -3.448
C 0.980 -3.840 -2.231
C 0.631 -2.802 -1.392
C 1.919 -2.215 1.523
C 2.907 -2.851 0.699
C 3.662 -2.233 -0.462
C 3.076 -4.231 0.873
C 2.795 -4.886 2.080
C 3.391 -6.217 2.457
C 1.939 -4.182 2.927
C 1.373 -2.922 2.592
C 0.236 -2.378 3.361
C 3.927 1.101 -0.108
C 3.176 1.529 -1.368
C 5.322 1.309 -0.088
H 8.182 1.140 0.537
H 7.854 1.041 2.254
H 7.530 2.583 1.523
H 5.997 0.215 3.051
H 4.008 0.319 4.497
H 2.971 -0.906 3.628
H 2.518 0.870 3.798
H 1.668 -0.086 -3.140
H 1.984 -1.803 -4.774
H 2.091 -4.141 -4.130
H 0.899 -4.907 -1.908
H 0.122 -3.069 -0.463
H 3.306 -1.207 -0.644
H 3.639 -2.909 -1.295
H 4.682 -2.063 -0.194
H 3.641 -4.740 0.083
H 2.581 -6.864 2.883
H 4.186 -6.073 3.196
H 3.846 -6.678 1.564
H 1.462 -4.690 3.809
H 0.069 -3.032 4.242
H -0.769 -2.310 2.847
H 0.430 -1.310 3.697
H 3.613 2.495 -1.731
H 2.123 1.734 -1.145
H 3.186 0.760 -2.135
H 5.886 1.735 -0.938

Computed properties:
**LUMO energy (alpha / beta)**: 2.36 / 0.16 eV
**Spin multiplicity**: 4
**F_max**: 5.24 eV/Å
**Net charge**: -1



Record 5
One molecule with the formula C6H7FO, computed with the ωB97M-V functional and the def2-TZVPD basis.

Cartesian coordinates (Å):
C -2.360 -0.920 0.292
C -1.729 0.251 0.280
C -0.273 0.359 -0.109
F -0.123 1.477 -0.955
C 0.317 -0.801 -0.866
C 1.575 -0.938 -0.388
O 1.948 -0.104 0.636
C 0.712 0.491 1.069
H -1.815 -1.860 0.059
H -3.413 -1.000 0.569
H -2.148 1.173 0.585
H -0.098 -1.180 -1.826
H 2.427 -1.570 -0.802
H 0.771 1.572 1.393
H 0.348 -0.244 1.865

Computed properties:
**LUMO energy**: 1.00 eV
**F_max**: 1.79 eV/Å



Record 6
C3H7NO as an isolated structure, computed with the ωB97M-V functional and the def2-TZVPD basis.

Cartesian coordinates (Å):
C 0.881 0.361 0.827
C -0.346 -0.116 0.021
N -0.807 -1.353 0.403
O -1.396 -1.147 1.518
C -0.204 0.120 -1.465
H 1.797 -0.036 0.367
H 0.847 0.039 1.871
H 0.939 1.452 0.803
H -1.215 0.093 1.199
H 0.741 -0.283 -1.854
H -0.207 1.197 -1.666
H -1.030 -0.327 -2.023

Computed properties:
**LUMO energy (alpha / beta)**: -0.52 / -0.52 eV
**F_max**: 0.45 eV/Å



Record 7
C36H37NP2Re as an isolated structure, computed with the ωB97M-V functional and the def2-TZVPD basis.

Cartesian coordinates (Å):
Re 0.276 -0.048 0.887
C -0.762 0.023 3.919
C -1.584 -0.291 2.855
C -2.746 0.601 2.392
C -2.493 1.853 1.617
C -1.054 2.120 1.249
C -0.086 2.362 2.240
C -0.471 2.576 3.640
C -0.711 1.348 4.544
C 1.900 -1.042 0.531
H -0.192 -0.763 4.398
H -1.835 -1.368 2.782
H -3.260 0.884 3.334
H -3.464 -0.031 1.837
H -3.092 1.888 0.683
H -2.828 2.732 2.194
H -0.983 2.738 0.336
H 0.841 2.842 1.918
H -1.370 3.193 3.614
H 0.316 3.182 4.092
H 0.102 1.341 5.277
H -1.656 1.514 5.066
H 1.558 -1.869 1.184
H 2.685 -0.498 1.032
H 2.173 -1.374 -0.434
P -0.866 -1.462 -0.444
P 0.919 1.091 -0.818
C -1.669 0.064 -0.981
C -0.829 1.167 -1.273
C -0.871 -2.427 -2.145
C -1.665 -2.102 -3.268
C -1.579 -2.815 -4.471
C -0.693 -3.897 -4.609
C 0.053 -4.283 -3.476
C -0.062 -3.563 -2.255
C -1.677 -2.806 0.545
C -1.134 -3.292 1.748
C -1.741 -4.370 2.442
C -2.609 -5.201 1.733
C -3.216 -4.717 0.559
C -2.813 -3.485 0.035
C 1.873 1.086 -2.397
C 1.881 -0.100 -3.143
C 2.550 -0.146 -4.372
C 3.172 1.003 -4.890
C 3.172 2.174 -4.132
C 2.516 2.223 -2.909
C 1.656 2.654 -0.199
C 2.901 2.476 0.412
C 3.456 3.498 1.182
C 2.820 4.741 1.235
C 1.662 4.978 0.477
C 1.089 3.948 -0.274
H -2.780 0.095 -1.076
H -1.181 2.149 -1.623
H -2.354 -1.263 -3.236
H -2.186 -2.547 -5.330
H -0.563 -4.420 -5.560
H 0.728 -5.147 -3.550
H 0.529 -3.921 -1.403
H -0.241 -2.827 2.145
H -1.524 -4.532 3.495
H -2.796 -6.227 2.085
H -3.995 -5.306 0.055
H -3.333 -3.073 -0.842
H 1.346 -0.985 -2.777
H 2.593 -1.084 -4.933
H 3.660 0.964 -5.879
H 3.684 3.048 -4.519
H 2.522 3.155 -2.368
H 3.425 1.529 0.307
H 4.397 3.318 1.718
H 3.239 5.539 1.855
H 1.203 5.974 0.464
H 0.208 4.140 -0.887
N 2.344 0.601 3.615
C 1.515 0.464 2.745

Computed properties:
**LUMO energy (alpha / beta)**: -6.04 / -10.69 eV
**Spin multiplicity**: 4
**F_max**: 7.00 eV/Å
**Net charge**: +2



Record 8
A 2-piece molecular cluster, CCl3NS overall, computed with the ωB97M-V functional and the def2-TZVPD basis.

Cartesian coordinates (Å):
C 0.458 0.068 -0.395
N -1.316 0.387 1.022
S 1.012 -1.554 -0.790
Cl 1.598 1.146 0.185
Cl -0.908 1.732 1.781
Cl -0.673 -2.128 -1.844

Computed properties:
**LUMO energy (alpha / beta)**: -0.89 / -1.70 eV
**F_max**: 2.02 eV/Å